(1)
{"formula": "C38H36ClN4O2S2SeTc", "method": "ωB97M-V/def2-TZVPD", "fmax_ev_per_a": 0.85, "gap_ev": [6.080, 6.325], "homo_energy_ev": [-10.8, -10.7], "charge": 1, "spin_multiplicity": 2, "relative_energy_kcal_mol": 0.0, "e_lumo_ev": [-4.7, -4.4], "species": ["Tc", "O", "S", "O", "N", "C", "S", "C", "C", "C", "C", "C", "C", "H", "H", "H", "H", "C", "C", "C", "C", "N", "C", "Se", "N", "C", "C", "C", "C", "C", "C", "C", "C", "C", "C", "H", "H", "H", "H", "H", "H", "H", "H", "H", "H", "H", "H", "H", "H", "H", "H", "H", "H", "H", "H", "H", "H", "Cl", "C", "C", "C", "C", "C", "C", "C", "H", "H", "H", "H", "H", "H", "N", "C", "C", "C", "C", "C", "C", "C", "C", "C", "H", "H", "H", "H"], "xyz": [[1.8047, -0.0244, 1.6341], [-0.2384, -1.9216, 2.3375], [0.1854, -1.7103, 3.7008], [-0.6964, -1.1444, 4.6580], [1.6171, -0.8127, 3.4910], [2.6749, -1.6722, 3.4502], [3.9685, -1.2479, 2.4973], [2.3926, -2.9731, 4.0682], [3.2824, -3.9811, 4.4039], [2.7710, -5.1240, 5.0020], [1.4076, -5.2581, 5.2487], [0.5093, -4.2548, 4.9007], [1.0355, -3.1276, 4.3097], [4.3416, -3.8661, 4.2169], [3.4416, -5.9224, 5.2874], [1.0396, -6.1588, 5.7201], [-0.5504, -4.3539, 5.0884], [3.3316, 1.3792, -3.3425], [2.0498, 0.8212, -3.9495], [0.8161, 1.6501, -3.5972], [0.3742, 1.4963, -2.1473], [-0.2476, 0.1996, -1.8916], [0.2693, -0.8332, -1.2168], [2.0638, -0.9393, -0.5779], [-0.6502, -1.7995, -1.0989], [-0.4664, -3.1461, -0.5585], [-0.4591, -4.2253, -1.6358], [0.6893, -4.1257, -2.6448], [0.4219, -3.1867, -3.8191], [-1.8317, -1.3513, -1.6727], [-3.0943, -1.9307, -1.7631], [-4.0735, -1.1816, -2.3834], [-3.8117, 0.0995, -2.8940], [-2.5627, 0.6762, -2.7976], [-1.5758, -0.0810, -2.1747], [4.1913, 0.7618, -3.6005], [3.2817, 1.4222, -2.2517], [3.5249, 2.3887, -3.7085], [1.9033, -0.2164, -3.6295], [2.1510, 0.7833, -5.0355], [-0.0180, 1.3983, -4.2567], [1.0321, 2.7095, -3.7614], [-0.3614, 2.2495, -1.8613], [1.2096, 1.5870, -1.4554], [-1.2592, -3.3074, 0.1718], [0.4732, -3.1390, -0.0155], [-1.4136, -4.2333, -2.1692], [-0.4022, -5.1762, -1.1014], [0.8779, -5.1233, -3.0453], [1.6073, -3.8335, -2.1249], [-0.4713, -3.4971, -4.3634], [1.2553, -3.1966, -4.5211], [0.2696, -2.1512, -3.5110], [-3.3039, -2.9124, -1.3633], [-5.0701, -1.5900, -2.4781], [-4.6119, 0.6483, -3.3703], [-2.3680, 1.6689, -3.1780], [-0.0316, 6.9573, 1.6446], [0.8400, 5.4593, 1.6300], [1.4636, 5.0475, 0.4606], [2.1350, 3.8379, 0.4467], [2.1968, 3.0350, 1.5854], [2.9190, 1.7402, 1.5602], [1.5783, 3.4823, 2.7507], [0.8955, 4.6868, 2.7795], [1.4270, 5.6761, -0.4183], [2.6463, 3.5264, -0.4583], [3.5094, 1.5876, 2.4706], [3.5885, 1.6583, 0.7013], [1.6229, 2.8787, 3.6499], [0.4118, 5.0282, 3.6838], [-6.9005, 4.5165, -0.1057], [-5.8971, 3.9996, 0.1065], [-4.6403, 3.3569, 0.3669], [-4.5622, 1.9647, 0.3435], [-3.3500, 1.3435, 0.5684], [-2.2057, 2.1062, 0.8244], [-2.2987, 3.5006, 0.8683], [-3.5086, 4.1248, 0.6347], [-0.9495, 1.4648, 1.0354], [0.1103, 0.8799, 1.2050], [-5.4501, 1.3813, 0.1436], [-3.2783, 0.2639, 0.5461], [-1.4170, 4.0832, 1.0926], [-3.5818, 5.2033, 0.6648]], "atomic_forces_ev_per_a": [[0.7, 0.5, -0.2], [-0.3, -0.2, 0.1], [0.1, 0.1, 0.1], [0.0, 0.0, 0.0], [0.0, -0.2, -0.6], [0.0, -0.1, 0.0], [-0.1, 0.0, 0.0], [0.1, 0.0, 0.1], [0.0, 0.0, 0.0], [0.0, 0.0, 0.0], [0.0, 0.0, 0.0], [0.0, 0.0, 0.0], [0.0, 0.0, 0.0], [0.0, 0.0, 0.0], [0.0, 0.0, 0.0], [0.0, 0.0, 0.0], [0.0, 0.0, 0.0], [0.0, 0.0, 0.0], [0.0, 0.0, 0.0], [0.0, 0.0, 0.0], [0.0, 0.1, 0.0], [0.0, -0.1, 0.1], [0.0, -0.1, -0.1], [-0.1, -0.1, 0.4], [0.0, 0.1, 0.0], [0.0, 0.0, 0.0], [0.0, 0.0, 0.0], [0.0, 0.0, 0.0], [0.0, 0.0, 0.0], [-0.1, 0.1, 0.0], [0.0, 0.0, 0.0], [0.0, 0.0, 0.0], [0.0, 0.0, 0.0], [0.0, 0.0, 0.0], [-0.1, -0.1, 0.0], [0.0, 0.0, 0.0], [0.0, 0.0, 0.0], [0.0, 0.0, 0.0], [0.0, 0.0, 0.0], [0.0, 0.0, 0.0], [0.0, 0.0, 0.0], [0.0, 0.0, 0.0], [0.0, 0.0, 0.0], [0.0, 0.1, 0.0], [0.0, 0.0, 0.0], [0.1, 0.0, 0.1], [0.0, 0.0, 0.0], [0.0, 0.0, 0.0], [0.0, 0.0, 0.0], [0.0, 0.0, 0.0], [0.0, 0.0, 0.0], [0.0, 0.0, 0.0], [0.0, 0.0, 0.0], [0.0, 0.0, 0.0], [0.0, 0.0, 0.0], [0.0, 0.0, 0.0], [0.0, 0.0, 0.0], [0.0, 0.0, 0.0], [0.0, 0.0, -0.1], [-0.1, 0.0, 0.1], [0.1, -0.1, 0.0], [-0.1, 0.1, -0.1], [0.0, -0.1, 0.1], [0.0, 0.0, 0.0], [0.0, 0.0, 0.0], [0.0, 0.0, 0.0], [0.0, 0.0, 0.0], [0.0, 0.0, 0.0], [0.0, -0.1, 0.0], [0.0, 0.0, 0.0], [0.0, 0.0, 0.0], [0.0, 0.0, 0.0], [-0.1, 0.1, 0.0], [0.0, -0.1, 0.0], [0.1, 0.0, 0.0], [0.0, 0.0, 0.0], [-0.1, 0.1, 0.0], [0.0, 0.0, 0.0], [0.0, 0.0, 0.0], [0.3, -0.3, 0.0], [-0.4, 0.3, 0.1], [0.0, 0.0, 0.0], [0.0, 0.0, 0.0], [0.0, 0.0, 0.0], [0.0, 0.0, 0.0]], "lowdin_spin": [0.917, 0.003, -0.001, 0.000, -0.009, 0.005, 0.016, 0.001, 0.000, 0.000, 0.000, 0.000, 0.000, 0.000, 0.000, 0.000, 0.000, 0.000, 0.000, 0.000, 0.000, -0.001, -0.002, -0.017, -0.001, 0.000, 0.000, 0.000, 0.000, 0.000, 0.000, 0.000, -0.001, 0.000, 0.000, 0.000, 0.000, 0.000, 0.000, 0.000, 0.000, 0.000, 0.000, 0.000, 0.000, 0.000, 0.000, 0.000, 0.000, 0.000, 0.000, 0.000, 0.000, 0.000, 0.000, 0.000, 0.000, -0.002, -0.006, 0.001, -0.005, 0.005, -0.008, -0.005, 0.001, 0.000, 0.000, 0.003, 0.003, 0.000, 0.000, 0.000, 0.000, -0.001, 0.001, 0.004, 0.016, 0.004, 0.001, 0.091, -0.013, 0.000, 0.000, 0.000, 0.000]}



(2)
{"formula": "C20H46CsNO2PS", "method": "ωB97M-V/def2-TZVPD", "fmax_ev_per_a": 3.86, "gap_ev": 6.514, "homo_energy_ev": -10.2, "charge": 1, "e_lumo_ev": -3.7, "species": ["C", "N", "C", "P", "C", "S", "C", "C", "C", "C", "C", "C", "C", "C", "O", "C", "C", "C", "C", "C", "C", "C", "C", "O", "C", "H", "H", "H", "H", "H", "H", "H", "H", "H", "H", "H", "H", "H", "H", "H", "H", "H", "H", "H", "H", "H", "H", "H", "H", "H", "H", "H", "H", "H", "H", "H", "H", "H", "H", "H", "H", "H", "H", "H", "H", "H", "H", "H", "H", "H", "H", "Cs"], "xyz": [[-0.7537, 1.9327, -3.8102], [-0.0994, 0.5692, -3.8226], [1.0573, 0.4904, -2.8069], [0.5528, -0.2486, -1.1204], [-0.6687, -1.4351, -2.0652], [-0.1161, -1.2167, 0.6991], [-0.1937, 1.3831, -0.4680], [0.8675, 2.6244, -0.3157], [0.2933, 3.8763, 0.6301], [-1.2822, 4.2347, 0.3522], [-1.9063, 5.3523, 1.4108], [-1.4501, 5.1192, 2.9692], [-1.6326, 3.5816, 3.5184], [-0.6678, 3.2333, 4.8284], [0.7039, 3.7529, 4.7065], [1.0530, 4.5045, 5.9353], [2.3139, -0.8513, -0.6967], [2.6286, -2.3996, -1.2403], [3.0016, -3.4501, -0.0387], [1.7409, -4.3213, 0.5431], [0.7322, -4.9338, -0.5949], [0.2228, -6.4677, -0.3222], [-1.1478, -6.8316, -1.2094], [-2.2387, -5.8679, -0.9974], [-2.5648, -5.1098, -2.2148], [-1.7557, 1.8121, -3.1725], [-1.0765, 2.3414, -4.8582], [-0.1103, 2.7429, -3.2335], [0.2844, 0.3962, -4.7898], [1.6254, 1.5124, -2.7596], [1.8246, -0.2837, -3.2941], [-1.6947, -0.9069, -2.3220], [-0.1608, -1.9485, -3.0001], [-0.9536, -2.3127, -1.3080], [-1.5433, -1.1810, 0.6154], [-0.5889, 1.1509, 0.6343], [-1.1659, 1.7463, -1.0578], [1.0121, 3.1003, -1.3905], [1.8879, 2.3044, 0.1830], [0.9398, 4.8213, 0.3026], [0.5542, 3.6136, 1.7420], [-2.0144, 3.3152, 0.3928], [-1.3822, 4.6740, -0.7502], [-3.0986, 5.2977, 1.4026], [-1.5954, 6.4441, 1.0924], [-2.0563, 5.8162, 3.7235], [-0.3227, 5.4976, 3.0562], [-1.3632, 2.7479, 2.7122], [-2.7785, 3.4304, 3.7607], [-1.2590, 3.6390, 5.7698], [-0.5776, 2.0451, 4.8530], [0.1769, 5.2267, 6.2488], [1.2967, 3.6848, 6.7572], [2.0036, 5.1998, 5.7695], [2.5242, -0.8221, 0.4629], [3.1039, -0.0982, -1.1788], [3.6188, -2.2835, -1.8973], [1.7976, -2.7604, -1.9809], [3.4958, -2.9127, 0.9058], [3.8319, -4.2194, -0.4109], [1.1124, -3.7577, 1.3858], [2.2194, -5.2576, 1.1086], [-0.2391, -4.2425, -0.5833], [1.2023, -4.8893, -1.6843], [1.0591, -7.2946, -0.5041], [-0.1082, -6.6161, 0.8120], [-0.9074, -7.0658, -2.3367], [-1.5278, -7.8645, -0.7466], [-3.6826, -5.2752, -2.5981], [-1.8057, -5.2311, -3.0969], [-2.5241, -3.9574, -1.9079], [0.2756, 1.0995, -6.6987]], "atomic_forces_ev_per_a": [[-1.3, 0.4, 1.6], [1.2, 1.7, -0.7], [2.0, -0.1, -2.5], [-1.6, -0.2, -0.8], [-0.9, -1.8, 0.2], [-1.6, -1.1, 2.2], [-0.7, 1.7, 1.9], [-0.6, 1.0, -0.3], [0.4, -0.2, -0.7], [-0.5, 0.5, 0.1], [-0.5, 0.0, 0.4], [0.7, 0.3, 0.4], [0.5, -0.2, -0.5], [-1.3, -0.9, -0.5], [-1.6, 1.0, 1.6], [0.5, 0.1, 0.4], [1.7, 0.1, 0.3], [1.4, 0.7, -0.4], [-0.1, -0.5, 0.6], [0.2, -1.2, 0.7], [-0.7, 0.2, -0.1], [-0.8, 0.0, 0.4], [0.7, -1.9, 1.1], [1.3, -0.4, -2.6], [-0.6, 1.9, 0.0], [2.1, 0.5, -1.6], [0.5, -0.7, 2.0], [-1.2, -1.5, -1.4], [-0.4, -0.3, 3.8], [-0.9, -1.7, 0.0], [-1.5, 1.5, 1.1], [2.3, -0.9, 0.3], [-1.2, 1.3, 1.6], [0.8, 2.0, -1.9], [1.9, 0.1, -0.1], [0.9, 0.6, -2.6], [2.3, -0.9, 0.9], [0.2, -1.1, 2.2], [-2.0, 0.4, -1.3], [-1.4, -1.9, 0.9], [-0.8, 0.6, -2.1], [1.7, 1.6, 0.0], [0.2, -0.9, 2.3], [2.6, 0.1, -0.3], [-0.6, -2.2, 0.6], [1.1, -1.4, -1.9], [-2.3, -1.2, -0.1], [-0.6, 2.0, 1.4], [2.4, 0.2, -0.2], [1.6, -0.9, -1.7], [-0.3, 2.5, 0.3], [1.6, -1.6, -0.5], [-0.6, 2.0, -1.4], [-2.0, -1.8, 0.0], [-0.7, 0.0, -2.3], [-1.8, -1.6, 0.9], [-2.2, -0.3, 1.3], [1.5, 0.5, 1.7], [-1.1, -0.8, -2.3], [-1.9, 1.7, 0.5], [1.4, -1.0, -2.1], [-0.9, 2.0, -1.2], [2.1, -1.5, -0.2], [-0.9, -0.1, 2.3], [-1.8, 1.9, 0.1], [0.8, 0.6, -2.4], [-0.5, 0.9, 2.1], [0.8, 2.2, -1.1], [2.5, -0.1, 0.9], [-1.4, -0.1, 1.7], [-0.1, -2.4, -0.7], [0.2, 0.6, -2.7]], "mulliken_charge": [-0.595, 0.010, -1.308, 1.069, -0.652, -0.486, -0.264, -0.331, -0.261, -0.323, -0.751, -0.543, 0.015, -0.599, -0.291, -0.626, -1.244, 0.007, -0.765, -0.504, 0.177, -0.627, -0.462, -0.347, -0.396, 0.096, 0.295, 0.218, 0.031, 0.336, 0.505, 0.234, 0.283, -0.234, 0.180, 0.221, 0.015, 0.056, 0.170, 0.301, 0.010, 0.163, 0.280, 0.310, 0.297, 0.393, 0.199, -0.277, 0.402, 0.332, 0.257, 0.281, 0.259, 0.219, 0.620, 0.416, 0.291, 0.049, 0.255, 0.300, 0.211, 0.364, -0.225, 0.193, 0.307, 0.319, 0.295, 0.283, 0.267, 0.238, 0.046, 1.031]}



(3)
{"formula": "C13H9N5RhS3", "method": "ωB97M-V/def2-TZVPD", "fmax_ev_per_a": 0.74, "gap_ev": [6.620, 6.619], "homo_energy_ev": [-11.6, -11.6], "charge": 1, "relative_energy_kcal_mol": 0.0, "e_lumo_ev": [-5.0, -5.0], "species": ["Rh", "S", "C", "S", "C", "C", "N", "C", "N", "C", "N", "C", "C", "N", "C", "S", "C", "C", "C", "C", "C", "N", "H", "H", "H", "H", "H", "H", "H", "H", "H"], "xyz": [[-0.4493, -0.1803, 0.2642], [-0.1267, 0.8678, -1.6737], [-1.3019, -0.1747, -2.4353], [-1.5553, -1.3975, -1.2089], [-1.9631, 0.0273, -3.5902], [-1.6687, 1.1818, -4.3798], [-1.4081, 2.1374, -4.9616], [-2.9693, -0.8976, -4.0123], [-3.7878, -1.6337, -4.3400], [2.6839, -3.2405, 2.6222], [2.0273, -2.0630, 3.1919], [1.7941, -1.8501, 4.5372], [1.1301, -0.6868, 4.6549], [0.9714, -0.1830, 3.3680], [1.5188, -1.0500, 2.4817], [1.5971, -0.9268, 0.7674], [0.4018, 1.0747, 3.0608], [0.6312, 2.1455, 3.9028], [0.0139, 3.3512, 3.6125], [-0.7968, 3.4435, 2.4943], [-0.9435, 2.3301, 1.6916], [-0.3595, 1.1512, 1.9679], [3.1962, -3.7598, 3.4262], [3.4078, -2.9302, 1.8746], [1.9386, -3.8907, 2.1686], [2.1130, -2.5550, 5.2839], [0.7372, -0.1773, 5.5155], [1.2924, 2.0393, 4.7505], [0.1767, 4.2098, 4.2495], [-1.2990, 4.3621, 2.2297], [-1.5423, 2.3587, 0.7906]], "atomic_forces_ev_per_a": [[-0.4, -0.3, 0.6], [0.0, 0.2, -0.3], [0.2, 0.3, 0.2], [-0.1, 0.0, -0.2], [0.1, -0.3, 0.1], [0.0, 0.1, 0.0], [0.0, 0.0, 0.0], [-0.1, 0.1, -0.1], [0.0, 0.0, 0.0], [0.0, 0.0, 0.0], [0.0, 0.0, 0.0], [0.0, 0.0, 0.0], [0.1, 0.0, 0.0], [0.0, -0.1, 0.0], [0.0, 0.0, -0.1], [0.1, -0.1, -0.1], [-0.1, 0.0, 0.0], [0.0, 0.0, 0.0], [0.0, 0.0, 0.0], [0.0, 0.0, -0.1], [0.0, 0.0, 0.1], [0.2, 0.2, -0.2], [0.0, 0.0, 0.0], [0.0, 0.0, 0.0], [0.0, 0.0, 0.0], [0.0, 0.0, 0.0], [0.0, 0.0, 0.0], [0.0, 0.0, 0.0], [0.0, 0.0, 0.0], [0.0, 0.0, 0.0], [0.0, 0.0, 0.0]], "mulliken_charge": [0.096, -0.162, 0.615, -0.169, 0.608, -0.125, -0.355, -0.105, -0.358, -0.825, 0.114, -0.414, -0.436, 0.288, 0.217, -0.247, 0.749, -0.593, -0.428, -0.760, -0.151, -0.256, 0.311, 0.359, 0.342, 0.446, 0.494, 0.462, 0.444, 0.399, 0.439]}